C84H190Br8N18 | the ωB97M-V functional and the def2-TZVPD basis

The largest force on an atom comes out at 0.059 Eh/bohr. As for the spin multiplicity: 1. The calculation puts the HOMO-LUMO gap at 8.3 eV.

XYZ file:
```
300
Properties=species:S:1:pos:R:3:forces:R:3
C -4.46508 -28.09227 12.84032 -0.757 0.303 0.390
C -5.17300 -29.10479 13.76940 1.393 0.998 -0.456
N -4.20436 -30.08776 14.26813 -0.796 -0.762 -0.422
C -3.08416 -29.55244 15.10615 -0.859 -1.125 -1.055
C -1.95173 -30.59847 15.16938 -1.198 0.439 1.109
C -4.99872 -31.24523 14.79026 0.013 0.236 0.355
C -5.40531 -31.29644 16.32601 1.244 -0.361 -1.131
H -4.01666 -28.59372 11.98267 0.365 -0.152 0.300
H -3.76604 -27.46044 13.38826 0.258 -0.165 -0.225
H -5.17822 -27.39875 12.39472 -0.315 0.069 0.132
H -5.67566 -28.63276 14.61357 -0.222 0.593 0.180
H -5.96663 -29.52827 13.15386 0.186 -0.622 0.207
H -2.67711 -28.64020 14.67000 -0.395 0.045 0.022
H -3.53473 -29.35157 16.07813 0.544 0.295 0.528
H -1.22213 -30.27163 15.91028 0.345 0.082 -0.263
H -2.43169 -31.46090 15.63193 0.336 -0.520 -0.344
H -1.51297 -30.82686 14.19808 -0.108 0.049 0.169
H -4.55553 -32.19347 14.48611 0.574 -0.070 0.488
H -5.88687 -31.27557 14.15909 -0.241 0.283 0.276
H -6.20543 -32.01952 16.48429 -0.329 0.290 -0.155
H -5.59508 -30.32457 16.78160 -0.313 -0.019 -0.175
H -4.55732 -31.73583 16.85132 0.192 0.143 0.244
C -9.55297 -29.29018 13.21909 -0.303 -0.743 0.548
C -10.41326 -29.30131 14.50107 0.921 1.138 0.068
N -9.71393 -28.83140 15.73640 -0.466 -0.320 -0.492
C -9.32590 -27.38988 15.77998 -0.708 -1.187 -0.489
C -8.91901 -26.91512 17.14982 0.630 0.462 0.220
C -8.81172 -29.82343 16.33375 -1.226 -0.030 1.138
C -9.41711 -31.20357 16.46236 -0.644 -0.607 -0.933
H -8.64312 -29.86732 13.38394 0.136 -0.003 -0.047
H -9.27450 -28.30101 12.85566 -0.136 0.056 0.188
H -10.12437 -29.81163 12.45117 0.135 0.068 -0.293
H -11.28655 -28.68867 14.27717 -0.068 0.481 0.408
H -10.86248 -30.27864 14.67759 0.420 -0.179 0.011
H -8.51719 -27.17247 15.08226 0.308 0.066 -0.260
H -10.20898 -26.85943 15.42376 -0.067 0.188 -0.079
H -8.07193 -27.53085 17.45220 -0.315 -0.215 0.682
H -8.46933 -25.92222 17.14725 -0.147 0.195 -0.538
H -9.71327 -26.80021 17.88742 -0.071 -0.762 0.009
H -8.80481 -29.61387 17.40340 1.021 0.947 -0.048
H -7.82515 -30.02265 15.91532 0.396 0.892 -0.170
H -10.50365 -31.16635 16.54080 -0.043 0.021 0.227
H -9.03071 -31.69834 17.35343 0.081 -0.180 -0.157
H -9.20986 -31.79582 15.57108 -0.024 -0.356 0.086
C -1.79961 -26.57973 17.66650 -0.430 0.990 0.169
C -3.04865 -25.76928 17.28351 -0.125 -1.514 -0.393
N -4.17506 -25.86389 18.20814 0.942 1.026 0.381
C -3.83787 -25.53255 19.61031 -1.665 -1.363 -0.364
C -5.05655 -25.83743 20.49694 0.558 0.291 0.293
C -5.22801 -24.98544 17.69061 -0.277 -1.564 -0.050
C -5.87885 -25.53411 16.37367 -0.335 0.492 1.432
H -1.45620 -26.08293 18.57390 0.409 -0.556 0.256
H -1.00514 -26.42837 16.93574 -0.127 -0.097 -0.170
H -1.97305 -27.64615 17.81062 -0.080 0.150 0.065
H -2.73191 -24.74456 17.08930 -0.059 0.423 -0.035
H -3.51640 -26.18811 16.39249 0.619 0.206 -0.512
H -3.06781 -26.23455 19.93013 0.309 0.453 -0.101
H -3.60538 -24.49032 19.82898 0.653 0.301 -0.374
H -5.74837 -24.99512 20.49720 0.052 -0.420 0.140
H -5.58965 -26.74845 20.22501 0.220 -0.051 -0.100
H -4.63080 -25.93905 21.49519 -0.428 -0.093 0.306
H -4.88537 -23.95434 17.60381 0.194 0.354 -0.305
H -5.96201 -25.00192 18.49626 -0.487 0.200 -0.422
H -5.29427 -25.49852 15.45438 -0.016 0.299 0.193
H -6.81201 -24.97500 16.30494 0.088 0.252 -0.695
H -6.22538 -26.55378 16.54191 0.380 -0.168 0.029
C -12.18250 -19.27379 18.52585 0.474 -0.149 -0.125
C -10.97342 -18.52422 19.05723 1.203 -0.932 -0.027
N -9.75398 -19.37122 19.37773 -0.698 -0.602 -0.149
C -8.63225 -18.55051 19.88741 -1.158 -0.189 -0.638
C -8.02963 -17.67756 18.80567 -0.110 0.747 0.099
C -10.03007 -20.46640 20.35995 -0.650 0.222 -1.127
C -10.38871 -21.82491 19.70387 0.553 -0.220 -0.323
H -12.91950 -18.51203 18.27161 -0.182 -0.183 -0.060
H -12.58016 -19.92911 19.30079 -0.165 -0.023 -0.067
H -11.94761 -19.86879 17.64330 -0.082 -0.009 -0.021
H -10.63400 -17.80052 18.31619 -0.149 0.069 0.098
H -11.38170 -18.00312 19.92320 0.522 0.384 0.561
H -7.87584 -19.21200 20.30976 0.023 -0.067 -0.099
H -9.08466 -17.99708 20.71029 0.548 0.686 0.370
H -8.71139 -16.90478 18.45057 -0.240 -0.068 0.076
H -7.73493 -18.22636 17.91120 0.162 -0.259 0.202
H -7.19003 -17.10757 19.20352 0.261 -0.198 -0.035
H -9.13807 -20.54591 20.98134 -0.161 -0.366 0.051
H -10.85716 -20.13006 20.98519 -0.121 -0.136 0.462
H -9.67148 -22.10268 18.93152 0.235 0.305 -0.114
H -10.34320 -22.68887 20.36689 -0.069 0.303 0.516
H -11.33851 -21.90706 19.17543 -0.224 0.513 0.234
C -16.07443 -34.50037 18.73762 -1.102 0.937 0.601
C -14.93665 -33.49350 18.99262 -0.437 -1.422 -1.558
N -13.77625 -34.16697 19.52572 0.741 -0.415 1.565
C -14.05662 -34.92702 20.78082 1.640 -1.070 -1.523
C -12.73031 -35.74187 21.10975 -0.637 0.402 0.200
C -12.69657 -33.20987 19.76752 -0.790 1.167 -2.240
C -12.36621 -32.51219 18.44567 1.529 0.529 -0.194
H -16.73370 -34.14354 17.94632 0.224 0.077 -0.339
H -16.74517 -34.44074 19.59475 -0.019 -0.642 0.243
H -15.82347 -35.53779 18.51654 0.396 0.205 0.116
H -14.68621 -33.13536 17.99406 0.182 0.266 0.232
H -15.30982 -32.63532 19.55151 0.021 0.053 0.394
H -14.37375 -34.26038 21.58277 0.060 0.029 0.346
H -14.86120 -35.61746 20.52774 0.024 -0.013 0.365
H -12.26658 -36.21122 20.24214 -0.352 0.403 -0.481
H -11.97606 -35.07307 21.52437 -0.061 -0.105 0.167
H -12.83359 -36.59560 21.77950 -0.502 0.298 0.401
H -11.71285 -33.59004 20.04296 -0.564 -0.475 0.599
H -13.05676 -32.40046 20.40254 0.168 -0.034 0.886
H -11.66416 -31.71362 18.68549 0.085 0.216 0.079
H -13.12568 -32.02436 17.83467 -0.242 -0.311 0.270
H -11.73872 -33.16229 17.83598 -0.329 -0.262 -0.343
C -15.95712 -25.71232 20.62951 -0.215 -0.381 0.490
C -14.80869 -26.31722 19.83551 -0.795 1.203 -1.321
N -15.13314 -27.61420 19.21297 0.796 -0.724 1.043
C -16.38297 -27.74371 18.39983 0.939 1.895 -0.464
C -16.43668 -26.57294 17.32221 0.265 -1.480 1.034
C -15.10530 -28.59366 20.32473 0.165 -0.028 -0.137
C -14.83401 -30.00634 19.85339 -0.286 -0.152 0.043
H -16.16237 -26.37362 21.47132 -0.035 0.205 0.303
H -16.90292 -25.66622 20.08967 0.125 0.150 -0.289
H -15.72539 -24.71847 21.01249 0.037 -0.024 0.056
H -14.48399 -25.61003 19.07226 -0.311 0.010 -0.461
H -13.91683 -26.30988 20.46211 -0.096 -0.927 0.062
H -16.37761 -28.68805 17.85551 0.136 -0.011 0.269
H -17.24391 -27.70127 19.06698 -0.381 -0.086 -0.045
H -15.41768 -26.46322 16.95113 0.009 0.332 0.015
H -17.04741 -26.85309 16.46394 -0.227 0.046 0.202
H -16.80319 -25.65973 17.79108 0.118 0.085 -0.264
H -16.01995 -28.52301 20.91339 -0.514 -0.318 -0.028
H -14.34575 -28.29407 21.04684 0.293 0.074 -0.178
H -15.54319 -30.22483 19.05500 0.278 -0.332 -0.170
H -14.96383 -30.76728 20.62295 -0.292 0.226 0.273
H -13.80194 -30.15346 19.53511 -0.048 0.258 -0.406
C 0.57432 -29.35448 22.50979 -0.504 -1.171 -0.566
C -0.19265 -29.12462 21.19929 0.434 0.668 0.761
N -1.47188 -29.82195 21.14502 -0.173 -0.195 0.094
C -2.33149 -29.48254 19.95616 0.293 -1.133 1.089
C -3.77310 -30.03363 20.09551 0.077 0.696 0.031
C -1.32104 -31.26065 21.42218 -0.056 -0.662 -0.749
C -0.40690 -32.08423 20.46260 -0.286 1.575 0.000
H 1.46178 -28.72330 22.55609 -0.403 0.362 0.309
H 0.95868 -30.37258 22.57192 -0.014 -0.142 0.061
H -0.19309 -29.24916 23.27665 0.557 0.383 0.523
H -0.33745 -28.04707 21.27678 -0.559 0.152 -0.729
H 0.51182 -29.30476 20.38727 -0.161 -0.150 -0.606
H -2.39735 -28.39736 19.87785 0.225 -0.077 0.013
H -1.82691 -29.89458 19.08224 -0.171 0.159 -0.556
H -4.24220 -29.55184 20.95338 0.146 -0.347 0.428
H -4.44169 -29.71589 19.29543 0.398 0.082 -0.517
H -3.86846 -31.11816 20.14860 0.224 0.054 0.168
H -2.30809 -31.72270 21.40337 -0.064 0.132 0.134
H -0.92218 -31.45175 22.41841 -0.173 0.491 0.154
H -0.25743 -33.09449 20.84354 -0.006 0.059 -0.276
H 0.53216 -31.53743 20.37729 0.392 -0.387 0.259
H -0.78551 -32.03301 19.44175 -0.259 -0.571 -0.026
C -7.90465 -34.24498 12.25866 0.506 -0.189 0.655
C -8.94165 -33.21001 11.96321 -1.109 0.184 -0.456
N -8.59293 -32.22386 10.91998 -1.708 -1.086 0.686
C -7.41185 -31.48780 11.30559 0.583 0.688 -2.002
C -7.31247 -30.13048 10.58916 -0.225 0.523 -0.474
C -8.60277 -32.86324 9.57003 -0.747 1.022 0.439
C -10.04798 -33.27927 9.12591 0.869 0.204 0.433
H -7.53969 -34.79528 11.39144 0.258 0.300 -0.059
H -8.26996 -35.00893 12.94496 -0.176 0.097 0.130
H -7.13838 -33.69274 12.80269 0.686 -0.576 -0.217
H -9.87025 -33.70969 11.68731 -0.139 0.174 -0.155
H -9.17978 -32.69220 12.89232 0.009 0.237 -0.015
H -6.58531 -32.08691 10.92352 0.880 0.090 0.546
H -7.29651 -31.29747 12.37262 -0.417 -0.546 0.038
H -8.19995 -29.49776 10.60170 -0.493 -0.337 0.587
H -7.14778 -30.22742 9.51604 0.371 -0.321 -0.074
H -6.52822 -29.47820 10.97332 0.334 -0.276 0.088
H -8.22564 -32.08661 8.90465 -0.008 -0.172 -0.280
H -7.94235 -33.72740 9.49818 0.252 -0.142 0.061
H -10.73660 -32.44566 9.26370 0.069 -0.004 0.015
H -10.09085 -33.59290 8.08289 0.259 0.128 -0.069
H -10.39924 -34.13435 9.70347 -0.044 0.071 0.082
C -11.14715 -29.54364 20.76852 -0.125 0.387 -0.087
C -10.47069 -28.21085 20.47003 0.151 -1.041 0.382
N -10.16300 -27.45415 21.67600 -0.084 -0.720 0.612
C -9.89929 -26.05931 21.38872 -2.048 0.556 0.370
C -11.29889 -25.37852 21.10275 1.301 0.263 -1.406
C -9.12456 -28.01426 22.54092 1.926 1.229 -0.755
C -7.66649 -27.80931 21.91807 -1.221 -1.001 0.830
H -11.21818 -30.06836 19.81578 -0.436 -0.059 0.055
H -12.11893 -29.28436 21.18867 -0.178 -0.566 0.001
H -10.61393 -30.21864 21.43796 0.112 0.248 0.151
H -9.62066 -28.46981 19.83878 0.696 0.441 -0.103
H -11.16360 -27.68511 19.81309 0.042 0.472 0.221
H -9.50928 -25.52637 22.25587 0.432 -0.432 0.072
H -9.19734 -26.01072 20.55626 0.047 0.636 -0.207
H -11.35144 -25.23765 20.02317 -0.518 -0.446 -0.322
H -12.12928 -25.98980 21.45612 0.249 0.147 0.121
H -11.38522 -24.33205 21.39522 0.127 -0.165 0.800
H -9.21008 -29.06303 22.82531 -0.502 -0.013 -0.443
H -9.11552 -27.45936 23.47905 -0.339 0.083 0.085
H -7.36003 -26.77932 21.73553 -0.328 -0.085 0.011
H -7.65687 -28.39801 21.00077 0.439 0.150 -0.151
H -6.97556 -28.24239 22.64136 0.269 -0.059 -0.179
C -8.17552 -22.62273 11.53572 0.058 -0.628 -0.520
C -8.49575 -23.60215 10.35678 -0.228 0.623 0.101
N -7.99587 -24.96792 10.43131 -0.450 -1.085 1.725
C -8.70284 -25.84629 11.45182 -1.271 0.633 -1.808
C -10.23976 -26.06404 11.04785 1.286 0.727 0.868
C -6.52985 -25.06287 10.59468 -1.252 -1.350 -1.539
C -5.84086 -24.53913 9.34246 0.214 0.708 0.640
H -8.52618 -21.60058 11.39301 -0.171 -0.081 -0.493
H -7.09756 -22.55202 11.68100 0.029 -0.103 0.269
H -8.67594 -22.95925 12.44370 0.256 -0.168 0.169
H -9.57847 -23.62775 10.23372 -0.016 -0.116 -0.014
H -8.11986 -23.24278 9.39884 0.045 0.481 0.132
H -8.20170 -26.81257 11.50882 0.145 0.020 -0.271
H -8.66310 -25.42775 12.45748 0.026 0.206 0.287
H -10.41622 -26.46508 10.04979 0.293 -0.023 0.198
H -10.74391 -26.68650 11.78709 0.136 -0.311 -0.059
H -10.75659 -25.10729 11.12276 -0.007 0.073 -0.203
H -6.35532 -26.13311 10.48411 0.149 -0.282 0.702
H -6.17479 -24.73865 11.57290 0.293 0.372 -0.058
H -5.97842 -23.46027 9.27011 0.420 0.091 -0.171
H -6.25288 -24.98526 8.43731 -0.152 -0.146 0.180
H -4.78648 -24.80833 9.40516 0.107 0.318 -0.141
C -10.00064 -36.07816 15.80813 0.821 -0.424 0.289
C -9.63387 -37.42172 16.27900 -1.320 1.396 -0.699
N -9.40372 -38.45782 16.68488 0.619 -1.415 0.571
H -9.08001 -35.54531 16.04604 -0.268 0.761 -0.281
H -10.84585 -35.66324 16.35729 0.154 -0.135 0.052
H -10.19351 -36.05221 14.73564 0.082 -0.064 0.125
C -12.88183 -28.74993 16.84640 -0.798 -0.117 -0.149
C -14.05626 -29.43649 16.23056 1.686 0.653 1.384
N -14.95058 -29.99330 15.79244 -0.815 -0.476 -0.468
H -12.00890 -29.39889 16.91673 0.029 0.118 -0.646
H -13.06919 -28.43151 17.87188 -0.642 -0.054 -0.054
H -12.73641 -27.84098 16.26265 0.530 -0.119 -0.052
C -6.04200 -37.17825 17.83926 -0.163 1.136 -1.556
C -6.30105 -36.27742 16.67507 -0.112 0.674 -1.085
N -6.45246 -35.61044 15.73284 0.169 -0.991 1.630
H -6.95231 -37.76338 17.96989 0.242 -0.120 0.368
H -5.78032 -36.52544 18.67200 -0.132 -0.417 0.203
H -5.18582 -37.76709 17.51017 -0.107 -0.288 0.448
C -12.58092 -31.37958 11.19511 -1.574 -1.014 -0.954
C -14.03144 -31.33118 11.54796 -0.384 0.924 1.443
N -15.15562 -31.28182 11.84152 1.617 -0.210 -0.600
H -12.04990 -32.15479 11.74754 -0.031 0.284 0.250
H -12.01723 -30.45390 11.07913 -0.488 0.054 0.523
H -12.75916 -31.78237 10.19808 0.920 -0.100 -0.474
C -11.39905 -24.09924 13.66138 -0.894 -0.606 1.242
C -11.67367 -22.77561 13.18008 0.213 2.217 -2.054
N -11.86438 -21.71687 12.73072 0.294 -1.724 1.014
H -11.46713 -23.94637 14.73846 0.335 -0.544 0.293
H -10.47136 -24.60145 13.38701 0.034 0.621 -0.120
H -12.23159 -24.76127 13.42326 -0.046 -0.012 -0.220
C -6.50201 -33.42708 19.75527 -0.847 -0.347 -0.376
C -7.80367 -34.01681 19.29141 1.995 0.600 0.621
N -8.80413 -34.46251 18.97177 -0.778 -0.309 -0.300
H -6.35718 -32.47363 19.24727 -0.067 0.097 0.246
H -5.63465 -34.04169 19.51433 -0.276 -0.240 -0.160
H -6.53569 -33.32566 20.84001 -0.043 0.247 -0.110
C -13.86545 -33.97372 15.29349 0.023 -1.056 -0.417
C -12.54475 -33.64306 14.73138 1.750 1.125 -0.124
N -11.49086 -33.35610 14.31023 -2.363 -0.723 0.827
H -14.32252 -34.62923 14.55220 -0.387 0.263 -0.198
H -14.53852 -33.15376 15.54399 0.424 0.275 -0.334
H -13.80411 -34.63548 16.15744 0.491 0.246 0.269
C -15.00990 -22.55906 18.86006 -0.246 -0.583 0.441
C -14.19166 -23.26998 17.88401 0.809 0.017 -1.134
N -13.52576 -23.83276 17.12210 -0.696 0.550 0.821
H -14.94345 -21.47120 18.87538 0.345 -0.160 -0.354
H -14.70069 -22.95407 19.82776 -0.093 0.207 0.180
H -16.05467 -22.83834 18.72388 -0.003 0.012 -0.051
Br -9.98215 -17.87677 15.18463 0.357 -1.039 0.265
C -9.93458 -19.82617 15.60194 0.337 -0.673 -0.249
C -8.90145 -20.62976 14.79828 -0.238 0.033 -0.257
Br -8.86150 -22.50938 15.50478 -0.093 0.807 -0.188
H -10.95168 -20.15719 15.39212 0.198 -0.050 -0.054
H -9.68853 -20.03078 16.64390 -0.231 0.800 0.227
H -7.87351 -20.28416 14.90782 -0.278 0.051 0.145
H -9.14317 -20.73718 13.74086 -0.090 0.025 0.166
Br -6.65289 -22.69781 20.40676 -0.049 0.136 0.037
C -6.84944 -21.89626 18.65864 1.155 0.427 -0.878
C -5.59849 -20.99875 18.38303 -1.326 0.208 1.110
Br -5.63309 -20.22721 16.60833 -0.018 -0.106 0.012
H -7.79021 -21.35208 18.74185 0.343 0.295 -0.381
H -6.91329 -22.63824 17.86272 -0.191 -0.282 0.417
H -4.61711 -21.44905 18.53207 -0.380 -0.349 -0.120
H -5.70430 -20.17685 19.09112 0.358 0.200 -0.197
Br -13.59859 -27.67617 12.67910 -1.009 -0.096 -0.462
C -15.44064 -27.94300 11.94633 -1.158 0.314 0.068
C -16.47987 -28.05792 13.06954 1.855 -0.317 0.320
Br -18.12234 -28.75246 12.31934 0.174 0.237 0.269
H -15.50218 -28.88049 11.39369 0.657 0.164 0.022
H -15.74659 -27.11240 11.31024 0.730 0.055 -0.140
H -16.62147 -27.13336 13.62922 -0.340 -0.011 -0.332
H -15.99642 -28.76718 13.74135 -0.867 -0.361 0.301
Br -7.74712 -27.41302 6.47081 0.288 0.362 -0.216
C -8.90361 -27.75201 7.98935 -0.681 -0.167 -0.662
C -10.27418 -28.11129 7.41090 0.984 -0.576 -0.015
Br -11.25701 -29.01356 8.86539 -0.111 0.440 -0.592
H -8.97584 -26.83920 8.58066 0.503 -0.309 0.204
H -8.44172 -28.62590 8.44878 -0.231 0.450 0.388
H -10.12443 -28.84906 6.62263 -0.261 -0.130 0.228
H -10.76636 -27.25664 6.94674 -0.354 -0.054 0.596
```
Positions in Å, forces in eV/Å.